{
  "formula": "C14H11BF7NOSeZn",
  "method": "wB97M-V/def2-TZVPD",
  "elements": ["Zn", "O", "C", "C", "C", "C", "C", "C", "C", "C", "N", "H", "H", "H", "H", "H", "H", "H", "H", "H", "H", "H", "F", "C", "C", "F", "C", "F", "C", "Se", "C", "F", "C", "F", "F", "B", "F"],
  "coordinates": [[1.641, -1.584, -0.535], [3.537, -1.555, -0.128], [4.331, -0.366, -0.037], [4.200, 0.322, 1.318], [2.737, 0.637, 1.656], [2.082, 1.497, 0.620], [1.851, 2.855, 0.790], [1.234, 3.562, -0.230], [0.880, 2.898, -1.395], [1.155, 1.546, -1.485], [1.738, 0.861, -0.501], [3.912, -2.239, 0.433], [3.948, 0.281, -0.822], [5.382, -0.576, -0.254], [4.805, 1.232, 1.305], [4.594, -0.332, 2.101], [2.676, 1.100, 2.640], [2.189, -0.306, 1.693], [2.131, 3.341, 1.715], [1.023, 4.617, -0.111], [0.400, 3.411, -2.216], [0.904, 0.983, -2.376], [-7.449, -1.513, -0.313], [-6.127, -1.416, -0.422], [-5.306, -2.425, 0.042], [-5.838, -3.515, 0.597], [-3.928, -2.319, -0.076], [-3.191, -3.328, 0.377], [-3.332, -1.210, -0.655], [-1.459, -0.948, -0.977], [-4.185, -0.207, -1.113], [-3.663, 0.882, -1.689], [-5.558, -0.293, -1.001], [-6.339, 0.693, -1.445], [-0.547, -3.304, 0.548], [-0.303, -1.986, 0.382], [-0.126, -1.298, 1.563]],
  "total_energy_ev": -151698.4865,
  "e_above_lowest_kcal_mol": 10.4,
  "orbital_gap_ev": 7.07,
  "charge": 0
}

=====

{
  "formula": "C14H11Br2F9N2O4S",
  "method": "wB97M-V/def2-TZVPD",
  "elements": ["C", "C", "Br", "C", "Br", "C", "C", "N", "C", "C", "N", "C", "C", "O", "C", "O", "S", "O", "O", "C", "F", "F", "C", "F", "F", "C", "F", "F", "C", "F", "F", "F", "H", "H", "H", "H", "H", "H", "H", "H", "H", "H", "H"],
  "coordinates": [[2.079, -3.083, 1.311], [2.400, -2.986, -0.184], [4.045, -1.988, -0.483], [1.254, -2.553, -1.115], [0.042, -4.091, -1.143], [0.484, -1.207, -0.790], [-0.579, -1.491, 0.194], [-1.380, -1.671, 0.985], [1.366, -0.059, -0.179], [2.235, 0.624, -1.159], [2.930, 1.199, -1.861], [0.554, 1.018, 0.603], [0.551, 0.799, 2.117], [0.204, 2.036, 2.769], [1.182, 2.605, 3.518], [2.247, 2.917, 3.095], [-0.296, -0.776, -2.427], [-1.306, -1.735, -2.730], [0.813, -0.566, -3.304], [-1.171, 0.910, -2.450], [-1.384, 1.004, -3.766], [-0.298, 1.850, -2.100], [-2.580, 1.034, -1.719], [-2.797, -0.112, -1.050], [-3.497, 1.130, -2.680], [-2.848, 2.246, -0.712], [-1.772, 3.023, -0.530], [-3.821, 3.004, -1.240], [-3.356, 1.815, 0.694], [-3.495, 2.909, 1.429], [-2.489, 1.005, 1.303], [-4.531, 1.206, 0.594], [2.674, -3.893, 1.743], [1.026, -3.325, 1.473], [2.357, -2.177, 1.857], [2.662, -3.983, -0.542], [1.619, -2.514, -2.143], [2.047, -0.520, 0.544], [1.031, 1.986, 0.427], [-0.465, 1.101, 0.221], [-0.184, 0.055, 2.430], [1.554, 0.491, 2.431], [0.894, 2.765, 4.568]],
  "smiles": "C[C@H](Br)[C@@H](Br)[C@@](C#N)([C@@H](C#N)CCOC=O)S(=O)(=O)C(F)(F)C(F)(F)C(F)(F)C(F)(F)F",
  "total_energy_ev": -201241.1473,
  "orbital_gap_ev": 10.98,
  "charge": 0
}

=====

{
  "formula": "C14H11ClN2O3",
  "method": "wB97M-V/def2-TZVPD",
  "elements": ["O", "C", "N", "C", "N", "C", "C", "C", "C", "H", "H", "Cl", "H", "H", "C", "H", "H", "O", "C", "O", "C", "C", "C", "C", "C", "C", "H", "H", "H", "H", "H"],
  "coordinates": [[-1.723, -3.293, 0.164], [-0.977, -2.347, 0.238], [-1.348, -1.041, 0.194], [-2.618, -0.499, 0.056], [-2.626, 0.831, 0.081], [-3.775, 1.466, -0.042], [-4.980, 0.796, -0.197], [-4.978, -0.594, -0.224], [-3.777, -1.262, -0.096], [-3.722, -2.338, -0.110], [-5.902, -1.139, -0.343], [-6.456, 1.675, -0.353], [-3.727, 2.545, -0.016], [-0.619, -0.343, 0.291], [0.531, -2.542, 0.401], [0.908, -3.098, -0.467], [0.705, -3.142, 1.300], [1.237, -1.320, 0.527], [2.190, -1.052, -0.398], [2.466, -1.808, -1.294], [2.830, 0.261, -0.171], [2.454, 1.101, 0.875], [3.086, 2.319, 1.038], [4.091, 2.706, 0.165], [4.469, 1.874, -0.876], [3.842, 0.654, -1.046], [4.118, -0.011, -1.849], [5.252, 2.176, -1.554], [4.581, 3.660, 0.298], [2.794, 2.970, 1.848], [1.676, 0.794, 1.557]],
  "smiles": "O=C(COC(=O)c1ccccc1)Nc1ccc(Cl)cn1",
  "total_energy_ev": -36342.7932,
  "e_above_lowest_kcal_mol": 0.0,
  "orbital_gap_ev": 9.09,
  "charge": 0
}

=====

{
  "formula": "C14H11F2N2O4PS",
  "method": "wB97M-V/def2-TZVPD",
  "elements": ["N", "P", "N", "F", "S", "O", "O", "F", "H", "H", "H", "C", "C", "C", "C", "C", "C", "C", "O", "C", "C", "C", "C", "C", "C", "C", "O", "H", "H", "H", "H", "H", "H", "H", "H"],
  "coordinates": [[1.329, 2.625, 3.579], [1.453, 1.291, 4.489], [3.181, 1.023, 4.866], [3.345, 0.769, 6.202], [3.666, -0.340, 3.881], [2.863, -1.615, 4.252], [3.412, -0.040, 2.379], [5.349, -0.720, 4.165], [0.901, 2.406, 2.631], [0.962, 0.172, 3.738], [0.689, 1.384, 5.708], [2.528, 0.016, -2.722], [2.463, 0.746, -1.535], [1.250, 0.865, -0.855], [0.096, 0.263, -1.369], [0.156, -0.446, -2.568], [1.378, -0.580, -3.240], [-1.066, -1.044, -3.145], [-1.013, -1.670, -4.197], [-2.352, -0.869, -2.442], [-3.527, -1.380, -3.007], [-4.746, -1.231, -2.342], [-4.794, -0.580, -1.110], [-3.625, -0.064, -0.547], [-2.403, -0.201, -1.219], [-1.179, 0.379, -0.633], [-1.221, 0.956, 0.448], [3.475, -0.085, -3.247], [3.357, 1.221, -1.138], [1.208, 1.432, 0.074], [1.435, -1.144, -4.170], [-3.499, -1.893, -3.968], [-5.658, -1.624, -2.786], [-5.742, -0.469, -0.588], [-3.671, 0.447, 0.413]],
  "total_energy_ev": -51419.7822,
  "orbital_gap_ev": 7.80,
  "charge": 0
}